{"formula": "C25H55BIN2O10", "method": "the ωB97M-V functional and the def2-TZVPD basis", "elements": ["C", "C", "C", "C", "C", "C", "O", "I", "C", "N", "C", "N", "C", "B", "O", "O", "C", "C", "C", "C", "O", "C", "C", "C", "C", "O", "O", "H", "H", "H", "H", "H", "H", "H", "H", "H", "H", "H", "H", "H", "H", "H", "H", "H", "H", "H", "H", "H", "H", "H", "H", "H", "H", "H", "H", "H", "H", "H", "C", "C", "O", "H", "H", "H", "H", "H", "H", "C", "C", "O", "H", "H", "H", "H", "H", "H", "C", "C", "O", "H", "H", "H", "H", "H", "H", "C", "C", "O", "H", "H", "H", "H", "H", "H"], "xyz": [[-2.911, 3.048, 0.451], [-3.245, 1.750, -0.085], [-2.292, 0.569, -0.512], [-0.763, 0.654, -0.052], [-0.127, 1.803, -1.002], [1.311, 2.268, -0.569], [2.054, 1.749, 0.264], [2.080, 4.102, -1.525], [-0.633, 0.977, 1.498], [-0.056, -0.158, 2.341], [-0.370, 0.201, 3.765], [0.708, -0.213, 4.734], [-0.700, -1.412, 1.836], [-0.698, -2.682, 2.853], [0.230, -3.763, 2.900], [-1.742, -2.684, 3.870], [-0.193, -1.689, 0.355], [1.174, -2.490, 0.201], [2.345, -2.153, 1.214], [3.412, -1.062, 0.667], [3.703, -0.216, 1.795], [4.775, 0.718, 1.530], [-1.310, -2.710, -0.267], [-1.314, -2.488, -1.952], [-0.100, -3.307, -2.740], [-1.640, -3.708, -2.758], [-0.108, -0.547, -0.516], [-2.789, 3.973, -0.203], [-2.710, 3.189, 1.568], [-4.369, 1.541, -0.183], [-2.820, -0.404, -0.222], [-2.278, 0.562, -1.663], [-0.012, 1.283, -2.023], [-0.823, 2.674, -1.184], [0.033, 1.880, 1.740], [-1.632, 1.226, 2.011], [0.970, -0.092, 2.220], [-1.412, -0.095, 4.108], [-0.357, 1.350, 3.808], [0.314, -0.770, 5.500], [1.364, -0.832, 4.239], [-1.817, -1.143, 1.725], [-0.176, -4.480, 2.357], [-2.604, -2.788, 3.420], [1.564, -2.253, -0.854], [1.053, -3.631, 0.202], [2.971, -3.113, 1.316], [2.042, -1.886, 2.274], [3.056, -0.523, -0.266], [4.393, -1.600, 0.400], [5.453, 0.717, 2.455], [4.377, 1.788, 1.452], [5.321, 0.396, 0.591], [-2.362, -2.499, 0.090], [-1.048, -3.799, -0.118], [-1.609, -1.422, -2.367], [0.017, -2.991, -3.817], [0.294, -4.258, -2.269], [3.559, -3.889, -4.657], [2.462, -3.424, -5.594], [1.972, -2.150, -5.188], [3.185, -3.953, -3.631], [3.938, -4.869, -4.955], [4.390, -3.178, -4.650], [1.626, -4.126, -5.582], [2.833, -3.348, -6.621], [2.713, -1.532, -5.210], [-4.237, 3.142, 5.227], [-2.767, 2.828, 5.418], [-2.020, 3.267, 4.286], [-4.619, 2.654, 4.326], [-4.823, 2.806, 6.085], [-4.390, 4.217, 5.097], [-2.615, 1.752, 5.526], [-2.374, 3.323, 6.312], [-2.152, 4.220, 4.203], [6.705, 1.775, -2.692], [6.788, 0.303, -2.337], [5.499, -0.194, -1.986], [6.310, 2.350, -1.850], [7.688, 2.169, -2.957], [6.024, 1.933, -3.533], [7.451, 0.152, -1.483], [7.172, -0.280, -3.180], [4.920, -0.066, -2.747], [-7.486, 3.024, -3.229], [-7.062, 2.487, -1.877], [-5.646, 2.568, -1.734], [-7.007, 2.460, -4.033], [-8.569, 2.962, -3.352], [-7.179, 4.067, -3.345], [-7.352, 1.440, -1.774], [-7.531, 3.056, -1.067], [-5.398, 3.497, -1.817]], "forces_ev_per_angstrom": [[0.630, -0.626, 0.347], [-0.394, 0.314, 0.329], [-0.795, -0.194, 1.604], [-0.858, 0.949, -1.187], [0.393, -0.854, -0.197], [1.339, -0.946, 1.778], [-2.815, 1.182, -2.452], [-0.512, -0.735, 0.172], [-0.061, 1.501, 0.606], [-1.005, 1.069, -0.152], [0.371, 2.171, 2.318], [-0.996, -1.002, -1.336], [-0.380, -0.139, -1.623], [-0.237, -1.387, 2.177], [-1.891, 1.378, -1.244], [1.132, -0.312, -2.448], [-0.836, -3.040, -0.598], [1.053, 0.097, -0.231], [1.435, -0.336, -0.740], [0.194, -1.152, 0.563], [-0.086, 0.295, -0.989], [0.383, 0.580, 0.713], [0.006, 0.858, -2.626], [2.261, -2.730, -0.599], [-5.409, -0.199, 0.133], [1.457, 3.243, 1.850], [0.089, 0.722, 2.184], [-2.333, -0.785, 1.126], [1.775, -0.444, -1.801], [1.842, 0.712, -2.051], [1.058, 0.986, -0.354], [-0.264, 0.309, 1.599], [0.036, 0.778, 1.424], [0.931, -0.902, 0.543], [-0.941, -1.343, -0.710], [1.224, -0.516, -1.185], [-0.125, -0.558, -0.110], [1.309, -0.113, -0.934], [-0.161, -1.641, -0.313], [0.127, 0.240, -0.452], [-0.036, 0.322, 0.500], [1.640, -0.155, 0.329], [0.671, 0.290, 0.776], [0.297, 0.410, 0.602], [-0.688, -0.265, 1.517], [-0.293, 1.810, 0.179], [-1.122, 1.336, 0.099], [0.230, -0.278, -1.303], [0.244, -0.332, 1.219], [-1.468, 0.675, 0.114], [-0.772, -0.180, -1.459], [0.421, -1.546, -0.251], [-0.465, 0.608, 1.128], [1.090, -0.268, -0.261], [-0.362, 1.292, -0.040], [0.525, -2.644, 0.801], [0.909, -0.313, 1.632], [0.419, 1.833, -0.579], [0.013, -0.117, 0.054], [0.386, 0.140, 0.072], [-0.220, 0.135, 0.076], [-0.030, -0.054, -0.078], [0.043, 0.067, 0.043], [0.024, -0.083, -0.086], [-0.050, 0.193, -0.010], [-0.031, -0.193, -0.012], [-0.148, -0.092, -0.044], [-0.113, -0.104, 0.014], [-0.291, 0.414, 0.027], [0.267, -0.182, -0.299], [0.033, -0.041, 0.088], [-0.011, 0.071, -0.055], [0.007, -0.037, 0.130], [0.128, 0.076, -0.095], [-0.060, -0.154, 0.087], [0.076, -0.149, 0.005], [0.061, 0.105, 0.055], [-0.156, 0.226, -0.312], [-0.156, -0.202, 0.194], [0.090, -0.061, -0.006], [-0.080, 0.020, -0.028], [0.113, -0.024, -0.050], [-0.178, -0.110, 0.000], [0.177, 0.049, 0.053], [0.098, 0.000, 0.136], [-0.067, -0.055, -0.105], [-0.044, 0.387, -0.218], [0.076, -0.073, 0.073], [-0.078, -0.035, 0.088], [0.059, 0.056, -0.029], [-0.117, -0.003, 0.063], [0.193, 0.047, 0.057], [-0.152, -0.091, -0.023], [-0.051, -0.150, 0.005]], "lowdin_charge": [-0.03, -0.12, -0.11, -0.35, -0.10, -0.73, -0.05, 0.77, -0.02, -0.03, -0.18, 0.07, -0.07, -0.46, 0.12, 0.10, -0.35, -0.10, -0.12, -0.21, -0.25, -0.09, -0.03, -0.16, 0.01, -0.17, -0.07, 0.08, 0.05, 0.11, 0.11, 0.14, 0.16, 0.11, 0.16, 0.14, 0.17, 0.15, 0.13, 0.09, 0.07, 0.17, 0.13, 0.11, 0.13, 0.12, 0.13, 0.09, 0.11, 0.13, 0.10, 0.09, 0.08, 0.11, 0.12, 0.15, 0.10, 0.12, -0.09, -0.32, -0.10, 0.07, 0.08, 0.07, 0.11, 0.11, 0.08, -0.09, -0.31, -0.11, 0.07, 0.08, 0.08, 0.10, 0.12, 0.09, -0.09, -0.31, -0.11, 0.07, 0.08, 0.07, 0.11, 0.11, 0.08, -0.09, -0.31, -0.12, 0.08, 0.08, 0.07, 0.11, 0.11, 0.09], "gap_ha": 0.2423, "e_tot_ev": -59033.5975, "charge": 1}

{"formula": "C3H2AgO2", "method": "the ωB97M-V functional and the def2-TZVPD basis", "elements": ["O", "O", "C", "C", "C", "H", "Ag", "H"], "xyz": [[0.199, 1.164, -0.441], [0.485, -0.895, 0.308], [-1.036, 0.675, -0.184], [-0.878, -0.620, 0.272], [1.159, 0.268, 0.010], [-1.485, -1.090, 1.046], [3.215, 0.539, 0.024], [-1.659, -0.041, -1.035]], "forces_ev_per_angstrom": [[2.670, 0.424, 0.303], [1.312, 2.799, -0.297], [-2.848, -0.935, -3.085], [0.813, -3.879, 4.424], [-3.616, -1.797, -0.664], [0.306, -0.225, -0.243], [0.534, 0.080, -0.028], [0.829, 3.533, -0.411]], "nbo_charge": [-0.48, -0.40, 0.22, 0.00, 0.32, 0.24, 0.87, 0.23], "gap_ha": [0.2124, 0.3303], "e_tot_ev": -11221.6795, "spin_multiplicity": 3, "charge": 1}